Record 1
Below is the molecule C6H6O2, with properties calculated with wB97M-V/def2-TZVPD.

```
14
C6H6O2 wB97M-V/def2-TZVPD
O -1.3542 -1.2630 0.0723
O 1.9863 -0.3248 -0.2254
C -1.8180 0.0038 -0.2815
C -1.1473 1.1752 -0.0466
C -0.0678 -1.7982 0.1755
C 0.1419 1.5314 0.3590
C 1.2060 -1.3557 0.1478
C 1.4976 1.0443 -0.1409
H 1.8328 -2.3706 -0.2671
H 0.2938 2.6091 0.8007
H 2.3678 1.7836 -0.2836
H -0.1865 -2.9631 0.3715
H -1.9310 1.9716 0.0073
H -2.8216 -0.0435 -0.6891
```

Relative energy (zero: lowest compared OMol25 entry of this formula, charge and spin) in eV: 5.041
HOMO-LUMO gap in eV: 8.080
Highest occupied orbital energy in eV: -7.917
E in eV: -10408.369



Record 2
Below is a cluster of 3 separate species, C29H56IN3O8 in total, with properties calculated with wB97M-V/def2-TZVPD.

```
97
C29H56IN3O8 wB97M-V/def2-TZVPD
I 0.7309 -1.5452 5.2141
O 2.6307 3.4880 1.3111
O -1.7592 2.0922 -0.2631
O 1.9265 -1.0723 0.8326
O 0.8048 3.9694 2.4460
O 5.1963 1.8993 1.1426
O -2.5381 -4.6687 -0.8062
O 3.5946 -1.5281 -0.5081
O 5.3878 -0.7404 0.9862
N -2.3529 3.2314 -0.3598
N 4.1446 -0.9068 1.6161
N -1.4414 -4.4326 -1.4466
C -3.3708 2.5617 1.8148
C -2.4778 3.5868 -1.8040
C -1.5831 -4.9366 -2.8437
C 6.2695 1.3682 1.8966
C -1.1825 3.3033 -2.5671
C -2.4213 -3.9921 -3.7135
C -3.6098 2.8136 -2.4906
C 1.8067 1.7902 2.7554
C 3.2379 -1.1874 0.5442
C 6.3005 -0.1760 1.8792
C 1.9738 -2.5785 3.7579
C -2.7065 5.1159 -1.9507
C 0.9053 0.7768 2.0504
C -0.1781 -5.1402 -3.4740
C 4.1462 -2.1445 2.4644
C 1.8324 3.1393 2.0883
C 6.2649 1.9214 3.3285
C 1.4853 0.3074 0.7004
C -1.2266 -2.5528 0.1798
C -4.9273 2.8402 -1.7206
C 3.3790 -1.9508 3.7844
C -1.0917 -2.9907 -1.2788
C 0.3926 -2.7501 -1.6171
C -1.9582 -2.0818 -2.1538
C -3.6144 3.1768 0.4364
C -4.1275 4.5997 0.7343
C -4.7135 2.3872 -0.2790
C -1.9997 -2.5283 -3.6127
C -2.2393 -6.3177 -2.8801
H 1.4642 -2.4568 2.8062
H -0.8569 -1.5340 0.2991
H 0.7906 -0.1033 2.6765
H -1.5868 -1.0556 -2.0962
H 1.2028 4.8454 2.5523
H -2.5679 3.0831 2.3406
H -2.9815 -2.0587 -1.7632
H 3.2547 -0.9008 4.0288
H 0.0648 -4.3765 -4.2144
H 4.9641 2.7521 1.5230
H -3.2785 -6.2938 -2.5535
H 7.2876 -0.4829 1.5386
H -2.7100 -1.9071 -4.1635
H -0.9583 2.2383 -2.6265
H -0.6442 -3.2000 0.8390
H -2.2614 -2.5576 0.5214
H 5.4869 1.4243 3.9132
H -3.4745 -4.0661 -3.4229
H 0.6088 -5.1462 -2.7214
H -3.3373 5.2168 1.1655
H 0.7298 0.3391 -0.0818
H 5.1567 -2.4789 2.6805
H -2.3687 -4.3152 -4.7562
H 0.6894 -1.7431 -1.3298
H 7.2042 1.7416 1.4559
H 1.0364 -3.4424 -1.0725
H -5.6502 2.4795 0.2751
H -3.7668 3.2146 -3.4948
H -0.1038 -6.1015 -3.9827
H 3.9214 -2.4585 4.5810
H 1.9705 -3.6342 4.0107
H 0.6193 -2.8372 -2.6781
H -4.2730 2.6369 2.4219
H 7.2361 1.8038 3.8087
H -1.2722 3.6638 -3.5917
H -1.0280 -2.3737 -4.0896
H -5.6459 2.1773 -2.2076
H -3.3112 1.7681 -2.6217
H -3.7328 5.3624 -2.2278
H 6.2153 -0.5341 2.9119
H 2.3285 0.9472 0.4298
H 2.8388 1.4447 2.8174
H -2.2381 -6.6992 -3.9011
H -2.0651 5.5437 -2.7210
H -4.5228 5.1128 -0.1403
H -3.1136 1.5043 1.7584
H -5.3698 3.8398 -1.7484
H -1.6987 -7.0285 -2.2520
H 6.0502 2.9927 3.3296
H -4.9432 4.5622 1.4572
H 1.4292 1.9447 3.7668
H -4.4622 1.3212 -0.2788
H -0.3321 3.8075 -2.1037
H 3.6681 -2.9641 1.9151
H -2.4624 5.6537 -1.0359
H -0.0914 1.1811 1.8589
```

2S+1: 3
Expectation value of S²: 2.008
HOMO-LUMO gap (alpha / beta) in eV: 8.677 / 9.246
Highest occupied orbital energy (alpha / beta) in eV: -8.293 / -9.117
E in eV: -59926.557



Record 3
Below is the molecule C22H26FN3O2, with properties calculated with wB97M-V/def2-TZVPD.

```
54
C22H26FN3O2 wB97M-V/def2-TZVPD
F 6.3383 -1.1869 -0.2856
O -1.6407 -0.7796 2.3036
O 2.2448 2.4301 0.1149
N -2.8147 -0.6759 0.3773
N 1.2557 -1.2908 -0.6966
N -0.5708 -3.1816 0.5412
C 4.5645 1.8475 0.5633
C 5.5896 0.9229 0.4539
C 1.7148 0.0123 -1.1547
C -4.0264 2.4081 -1.0191
C 0.6071 -2.6825 1.2230
C 1.0722 -1.3018 0.7479
C 4.0970 -0.5760 -0.6997
C 2.4016 3.6482 0.8006
C -2.5073 3.0160 0.7436
C -2.9222 0.7192 0.2979
C 0.0134 -1.6563 -1.3505
C -3.6324 -1.2959 -0.6655
C -4.3551 -0.1434 -1.3849
C -0.4046 -3.0565 -0.8883
C -3.3744 3.3805 -0.2718
C -2.2677 1.6832 1.0454
C -2.1063 -1.3446 1.3313
C -1.8578 -2.8418 1.1183
C 5.3409 -0.2790 -0.1759
C -3.7921 1.0824 -0.7301
C 3.3027 1.5719 0.0467
C 3.0691 0.3444 -0.5933
H -1.3210 -3.3725 -1.3922
H -1.8799 -3.2943 2.1164
H -1.5985 1.4059 1.8418
H -2.0055 3.7806 1.3178
H 3.9153 -1.5249 -1.1773
H 0.3958 -3.7499 -1.1701
H -3.0005 -1.8522 -1.3631
H 3.1506 4.2873 0.3218
H -5.4365 -0.1973 -1.2450
H 1.0031 0.8104 -0.8859
H -4.3447 -1.9898 -0.2099
H 1.4110 -3.4022 1.0328
H 0.3518 -0.5289 1.0579
H -4.1576 -0.1501 -2.4579
H 4.7650 2.7835 1.0588
H 1.7839 -0.0292 -2.2475
H 0.1790 -1.6681 -2.4319
H 2.6729 3.4885 1.8489
H 2.0318 -1.0738 1.2171
H -4.7030 2.6838 -1.8145
H -0.7810 -0.9191 -1.1337
H 1.4293 4.1361 0.7509
H 6.5685 1.1330 0.8542
H -3.5460 4.4246 -0.4860
H 0.4091 -2.6459 2.2942
H -2.6323 -3.3094 0.5098
```

Relative energy (zero: lowest compared OMol25 entry of this formula, charge and spin) in eV: 2.098
HOMO-LUMO gap in eV: 8.806
Highest occupied orbital energy in eV: -8.144
E in eV: -34518.596



Record 4
Below is the ion C5H7N2 with charge +1, with properties calculated with wB97M-V/def2-TZVPD.

```
14
C5H7N2 wB97M-V/def2-TZVPD
N -0.1804 1.5373 0.1018
N -1.9547 -0.0227 0.1251
C 1.2970 -0.1917 0.1939
C -2.7861 -0.8907 -0.2970
C 2.3767 -0.9591 -0.1366
C -1.1454 0.7319 0.5005
C 1.0083 1.1384 -0.1377
H 0.6191 -0.6568 0.8182
H 2.3549 -1.9483 0.1846
H -3.7941 -0.5792 -0.2492
H -0.5289 2.4992 0.0957
H 1.8896 1.8008 -0.1452
H -2.3571 -1.8333 -0.2452
H 3.2012 -0.6258 -0.8089
```

Net charge: +1
Relative energy (zero: lowest compared OMol25 entry of this formula, charge and spin) in eV: 5.823
HOMO-LUMO gap (alpha / beta) in eV: 7.134 / 7.131
Highest occupied orbital energy (alpha / beta) in eV: -12.464 / -12.462
E in eV: -8266.954



Record 5
Below is a structure of composition C3H6N4, with properties calculated with wB97M-V/def2-TZVPD.

```
13
C3H6N4 wB97M-V/def2-TZVPD
N 0.8990 1.4912 -0.0574
N -0.9144 0.2311 -0.0531
N 2.7235 -0.1720 -0.1373
N -0.4556 1.4898 -0.0582
C 1.3551 0.2319 -0.0562
C -2.1476 -0.0712 -0.0714
C 0.1337 -0.6377 -0.0304
H -2.8299 -0.1735 0.8203
H 2.8535 -0.9173 0.4397
H -2.3032 -1.3491 -0.5866
H -0.1185 -1.6683 -0.0934
H 3.5081 0.6359 0.1431
H -2.7036 0.9093 -0.2592
```

Relative energy (zero: lowest compared OMol25 entry of this formula, charge and spin) in eV: 4.512
HOMO-LUMO gap in eV: 9.141
Highest occupied orbital energy in eV: -8.454
E in eV: -9164.344



Record 6
Below is a cluster of 2 separate species, C2H5OS in total, with properties calculated with wB97M-V/def2-TZVPD.

```
9
C2H5OS wB97M-V/def2-TZVPD
S -0.4966 0.7892 -2.5558
O 0.2704 1.3464 0.6723
C -0.2772 -0.9038 1.2125
C 0.3511 0.0147 0.4627
H -0.6710 -0.6324 2.1872
H -0.6324 -1.8217 0.7634
H 0.1227 1.7431 -0.2000
H 1.1395 -0.1934 -0.2549
H 0.1935 -0.3422 -2.2874
```

Net charge: -1
Relative energy (zero: lowest compared OMol25 entry of this formula, charge and spin) in eV: 1.071
HOMO-LUMO gap in eV: 7.174
Highest occupied orbital energy in eV: -2.878
E in eV: -15037.502



Record 7
Below is a cluster of 2 separate species, CH4N2O3 in total, with properties calculated with wB97M-V/def2-TZVPD.

```
10
CH4N2O3 wB97M-V/def2-TZVPD
O 0.6902 -1.8523 -0.6355
O -0.8419 1.0890 0.2851
O -1.6964 -0.9795 -0.0624
N 0.5804 -0.5996 -0.0314
N 1.1082 1.6416 0.3961
C -0.6476 -0.1458 0.0792
H 0.9839 -2.4360 0.0802
H -2.4999 -0.4405 -0.0398
H 1.7271 1.2146 -0.2952
H 0.5960 2.5084 0.2238
```

Relative energy (zero: lowest compared OMol25 entry of this formula, charge and spin) in eV: 3.773
HOMO-LUMO gap (alpha / beta) in eV: 7.156 / 7.160
Highest occupied orbital energy (alpha / beta) in eV: -9.078 / -9.079
E in eV: -10218.654